Formula: C2H8N2S2
Source: the Open Molecules 2025 dataset
Level of theory: the ωB97M-V functional and the def2-TZVPD basis

Element x y z (Å)
N -1.9379 -0.5236 1.0367
N -0.7259 -0.9340 0.4586
C -0.1533 -0.0639 -0.4587
S -0.2476 1.8356 0.0769
C 1.5060 -0.4169 -0.7293
S 2.3795 -0.5816 0.7880
H -1.8731 0.5099 0.9579
H -2.7163 -0.9227 0.6290
H -0.0046 -1.1959 1.2469
H -0.8153 -0.0337 -1.3500
H -0.8705 2.3588 -0.9682
H 1.5824 -1.2270 -1.4168
H 1.7450 0.4845 -1.3406
H 2.1317 0.7104 1.0697

Summary:
- Net charge: 0
- SMILES: NN[C@@H](S)CS
- HOMO energy: -8.7 eV
- Gap between HOMO and LUMO: 9.41 eV
- Total energy: -986.8087 hartree